DFT (ωB97M-V with the def2-TZVPD basis set) results for C33H37ClLuO2Si2 as an isolated structure in a non-equilibrium geometry.

```
76
C33H37ClLuO2Si2 ωB97M-V with the def2-TZVPD basis set
C 2.40972 -4.77201 1.49853
C 1.91725 -4.24095 0.26047
C 2.58837 -3.00984 0.00895
H 1.24128 -4.74844 -0.43045
C 3.50234 -2.77236 1.08011
C 3.38970 -3.85315 2.00443
H 4.02704 -4.01972 2.87485
H 2.18676 -5.75905 1.90251
H 2.49522 -2.40099 -0.88962
H 4.21022 -1.94375 1.13370
Lu 1.23969 -2.68721 2.04156
Si -0.41092 2.53702 -2.16956
C -2.15665 3.15600 -2.46257
C -2.76158 4.11646 -1.63282
H -2.16010 4.69298 -0.92538
C -4.14820 4.30977 -1.68302
H -4.62565 5.00944 -0.99740
C -4.92576 3.59614 -2.60164
H -6.01234 3.71262 -2.61138
C -4.30342 2.73174 -3.50690
H -4.89667 2.19871 -4.25386
C -2.92344 2.52300 -3.45511
H -2.44111 1.84819 -4.16460
C 0.65059 4.06193 -1.99354
C 0.54597 5.03319 -3.00381
H -0.03743 4.82271 -3.90438
C 1.16608 6.27821 -2.85079
H 1.07794 7.02196 -3.64078
C 1.89140 6.56649 -1.69154
H 2.36065 7.54247 -1.56874
C 2.02615 5.59094 -0.70243
H 2.59762 5.80644 0.20074
C 1.44310 4.33058 -0.86381
H 1.58088 3.55662 -0.10353
H 0.00765 1.74700 -3.34327
Si -0.74741 1.45807 0.03266
C 1.07712 0.94673 -0.22435
C 1.55458 0.42174 -1.44762
H 0.87357 0.16813 -2.26606
C 2.92045 0.25787 -1.68620
H 3.24754 -0.10053 -2.66331
C 3.84873 0.51946 -0.67909
H 4.91018 0.34953 -0.85721
C 3.38836 0.96275 0.56294
H 4.08713 1.10824 1.38905
C 2.03244 1.21551 0.77422
H 1.70270 1.59273 1.74402
C -1.77139 0.01223 -0.62767
C -1.18875 -1.18108 -1.08631
H -0.12018 -1.35679 -0.96485
C -1.95076 -2.13639 -1.76585
H -1.45700 -3.03125 -2.15131
C -3.32497 -1.96265 -1.93247
H -3.93020 -2.73427 -2.41595
C -3.92558 -0.79358 -1.44497
H -4.99895 -0.64550 -1.56080
C -3.15884 0.18054 -0.80265
H -3.63306 1.10455 -0.46762
H -1.04998 1.50423 1.46519
Cl 0.66111 -0.53258 3.03589
C -1.53755 -4.20362 1.30113
O -0.64512 -3.82048 2.37341
C -1.18639 -3.97261 3.72327
C -0.07727 -3.83511 4.76251
O 1.17196 -3.47994 4.10837
C 2.21397 -3.02068 4.99925
H -1.99330 -3.30467 0.85046
H -0.94895 -4.75922 0.55678
H -2.32400 -4.84792 1.71451
H -1.93771 -3.18425 3.88070
H -1.65730 -4.96010 3.79372
H -0.35655 -3.04491 5.47341
H 0.06098 -4.78171 5.30416
H 1.77152 -2.66320 5.94376
H 2.91166 -3.84666 5.19880
H 2.73486 -2.18575 4.50115
```

The orbital gap is 7.193 eV. As for the total charge: +1. The relative energy (zero: lowest compared OMol25 entry of this formula, charge and spin) is 0.0 kJ/mol. The highest occupied orbital energy comes out at -9.950 eV. The LUMO energy is -2.76 eV. Its multiplicity is 1.